A molecular structure, C23H49N3P4SeTi, computed with the ωB97M-V functional and the def2-TZVPD basis.

Values from the calculation:
Total charge: +3
⟨S²⟩: 0.755
Gap between HOMO and LUMO (spin up / spin down): 4.549 / 5.500 eV
Energy relative to the best compared isomer or geometry (same formula, charge and spin): 0.912 eV
2S+1: 2
HOMO level (spin up / spin down): -15.4 / -16.3 eV
E: -5685.30274 Eh

Atoms and positions in Å:
Ti: 0.78 0.81 0.05
P: 2.62 1.02 1.60
P: -0.90 1.99 1.53
P: 1.96 -0.28 -1.95
H: -4.51 -0.48 -0.23
C: -3.77 -1.17 -0.67
C: -3.91 -2.57 -0.12
H: -4.79 -2.64 0.56
C: 3.21 2.74 1.75
C: 2.33 0.53 3.33
C: 4.10 0.08 1.08
C: -2.55 2.20 0.77
C: -1.32 1.40 3.21
C: -0.43 3.73 1.83
C: 0.74 -0.52 -3.30
C: 2.82 -1.90 -1.96
C: 3.20 0.75 -2.82
H: -3.94 -1.16 -1.76
H: -3.95 -3.35 -0.93
H: 4.27 2.71 2.01
H: 2.65 3.27 2.53
H: 3.09 3.28 0.79
H: 3.29 0.26 3.80
H: 1.65 -0.34 3.39
H: 1.89 1.36 3.89
H: 4.94 0.38 1.72
H: 4.35 0.29 0.03
H: 3.93 -1.00 1.20
H: -3.10 2.96 1.35
H: -3.09 1.25 0.77
H: -2.46 2.54 -0.27
H: -1.74 2.24 3.79
H: -0.43 1.02 3.72
H: -2.07 0.59 3.15
H: -1.27 4.22 2.35
H: -0.23 4.24 0.88
H: 0.47 3.79 2.45
H: 1.25 -0.92 -4.20
H: 0.25 0.43 -3.56
H: -0.04 -1.23 -2.99
H: 3.32 -2.05 -2.93
H: 2.11 -2.73 -1.80
H: 3.57 -1.94 -1.16
H: 3.49 0.26 -3.76
H: 4.09 0.89 -2.20
H: 2.78 1.74 -3.05
C: -0.47 3.20 -2.42
C: -1.56 2.38 -2.73
C: -2.55 2.83 -3.63
C: -2.45 4.11 -4.18
C: -1.36 4.94 -3.86
C: -0.36 4.48 -3.00
Se: 0.97 2.67 -1.11
H: -2.71 -0.68 -0.49
H: -1.65 1.41 -2.25
H: -3.39 2.18 -3.88
H: -3.22 4.47 -4.85
H: -1.29 5.95 -4.27
H: 0.49 5.11 -2.74
C: -1.93 -3.99 1.08
N: -0.92 -4.10 0.02
C: 0.35 -4.63 0.55
N: 0.86 -3.84 1.70
C: -0.19 -3.80 2.75
N: -1.46 -3.22 2.24
C: -1.32 -1.80 1.92
P: -0.09 -1.54 0.55
C: -0.73 -2.82 -0.65
C: 1.32 -2.51 1.31
H: -2.15 -5.01 1.45
H: -2.82 -3.46 0.62
H: 1.11 -4.62 -0.25
H: 0.19 -5.66 0.91
H: 0.17 -3.17 3.57
H: -0.36 -4.83 3.08
H: -2.30 -1.40 1.62
H: -0.96 -1.27 2.81
H: 0.00 -2.94 -1.47
H: -1.70 -2.51 -1.07
H: 1.70 -1.97 2.19
H: 2.14 -2.60 0.59



A molecular structure, C23H49N4OP3Sn, computed with the ωB97M-V functional and the def2-TZVPD basis.

Values from the calculation:
Total charge: +4
Gap between HOMO and LUMO (spin up / spin down): 3.941 / 4.327 eV
Energy relative to the best compared isomer or geometry (same formula, charge and spin): 4.481 eV
HOMO level (spin up / spin down): -18.9 / -18.9 eV
E: -2436.69515 Eh

Atoms and positions in Å:
Sn: -0.36 0.31 0.10
P: -1.97 -2.20 0.38
P: 1.59 -1.52 2.07
P: 1.50 -2.47 -1.04
H: -1.52 3.38 -1.69
C: -0.57 3.01 -2.08
C: -0.77 1.64 -2.67
H: -0.86 0.80 -1.94
C: -3.66 -1.88 1.03
C: -1.40 -3.64 1.38
C: -2.34 -2.99 -1.24
C: 3.18 -0.59 2.13
C: 0.95 -1.01 3.72
C: 2.25 -3.17 2.59
C: 1.13 -2.47 -2.84
C: 1.86 -4.28 -0.88
C: 3.23 -1.85 -1.19
H: -0.33 3.72 -2.88
H: -1.76 1.60 -3.17
H: -4.04 -0.94 0.60
H: -3.64 -1.75 2.13
H: -4.40 -2.67 0.80
H: -1.19 -3.32 2.41
H: -0.47 -4.05 0.96
H: -2.13 -4.46 1.43
H: -2.31 -2.21 -2.02
H: -3.34 -3.46 -1.28
H: -1.59 -3.76 -1.51
H: 3.87 -1.08 2.83
H: 2.99 0.44 2.46
H: 3.64 -0.56 1.13
H: 1.45 -1.60 4.50
H: -0.13 -1.20 3.78
H: 1.14 0.05 3.91
H: 3.21 -3.04 3.09
H: 2.38 -3.84 1.74
H: 1.55 -3.64 3.30
H: 1.75 -3.23 -3.34
H: 1.36 -1.49 -3.27
H: 0.07 -2.69 -3.01
H: 2.26 -4.64 -1.84
H: 0.93 -4.82 -0.66
H: 2.59 -4.48 -0.09
H: 3.68 -2.28 -2.09
H: 3.83 -2.13 -0.31
H: 3.20 -0.76 -1.29
C: 0.29 1.23 -3.68
C: 1.42 2.17 -4.13
C: 2.17 1.78 -5.33
C: 1.72 0.76 -6.15
C: 0.50 0.10 -5.87
C: -0.11 0.26 -4.64
O: 1.63 1.30 -3.07
H: 1.41 3.15 -3.72
H: 0.19 3.09 -1.31
H: 3.21 2.12 -5.35
H: 2.31 0.42 -7.01
H: 0.04 -0.54 -6.63
H: -0.99 -0.29 -4.39
C: -1.97 2.89 0.92
N: -1.14 1.83 1.55
C: -1.81 1.33 2.78
N: -2.08 2.43 3.73
C: -2.94 3.43 3.03
N: -2.26 4.00 1.84
C: -0.99 4.60 2.26
N: -0.10 3.62 2.90
C: 0.16 2.52 1.95
C: -0.80 3.09 4.08
H: -2.91 2.45 0.55
H: -1.41 3.34 0.11
H: -1.16 0.60 3.29
H: -2.76 0.86 2.50
H: -3.16 4.26 3.72
H: -3.87 2.94 2.71
H: -0.49 5.03 1.39
H: -1.20 5.39 3.00
H: 0.85 1.80 2.41
H: 0.62 2.96 1.05
H: -1.01 3.93 4.75
H: -0.16 2.35 4.58